No. 1
Density functional theory data (wB97M-V/def2-TZVPD) for an isolated molecule of C4H7N3 at a distorted geometry.

```
14
Properties=species:S:1:pos:R:3:forces:R:3
H 2.96736 0.42151 0.02520 3.6 5.1 0.8
N 2.52397 -0.35593 -0.16022 -3.1 -4.5 0.5
C 1.29838 -0.11758 0.14024 -2.1 1.4 -3.2
C 0.56909 1.21770 -0.08472 -1.0 -0.8 1.0
C -0.76917 1.03494 -0.27089 0.1 5.1 -0.4
C -1.60107 -0.07955 0.17298 2.0 0.6 2.7
N -1.02374 -1.20366 -0.41040 2.9 -5.3 0.6
N 0.41591 -1.17408 0.00363 -1.3 3.6 2.1
H 1.10799 2.20432 -0.02347 -0.7 -1.3 -0.6
H -1.51391 1.88910 -0.53218 2.1 -0.8 0.3
H -2.61053 0.18659 -0.02737 -0.9 -0.8 -0.2
H -1.29887 -0.01409 1.27136 -1.4 -0.5 -0.5
H -1.06159 -2.14935 0.14946 -1.9 2.3 -1.4
H 0.99618 -1.85992 -0.25362 1.5 -4.1 -1.7
```
Positions in Å, forces in eV/Å.

Output
**Relative energy (zero: lowest compared OMol25 entry of this formula, charge and spin)**: 422.45 kJ/mol
**Charge**: 0
**Total energy**: -320.72240 Eh
**SMILES**: [H]/N=C1\C=CCNN1


No. 2
Density functional theory data (wB97M-V/def2-TZVPD) for C51H64IN10O9P3 as an isolated structure at a distorted geometry.

```
138
Properties=species:S:1:pos:R:3:forces:R:3
C 1.67869 3.05478 3.22320 0.1 -0.2 0.5
O 1.05091 3.15260 1.96037 0.3 0.0 0.0
C 0.23485 2.05726 1.63241 -0.5 0.5 -0.5
C 0.97850 0.91172 0.87565 0.3 -0.5 0.9
C 2.28916 1.43335 0.29317 0.4 0.3 -0.2
C 2.29075 2.63496 -0.67880 0.0 0.2 0.0
O 1.01651 3.24520 -0.81306 0.0 -0.1 0.0
C 1.28457 -0.11209 1.99740 0.9 -0.4 0.3
O 2.35485 -0.31811 2.53966 -1.6 0.6 0.0
N 0.09438 -0.83527 2.27550 -0.1 0.5 -0.3
C -0.89068 -0.67241 1.16224 0.4 -0.8 0.0
C -2.15659 0.01379 1.70736 -0.1 0.5 0.0
C -3.27307 0.33144 0.70902 -0.7 0.0 0.4
O -3.25327 -0.60722 -0.35896 0.2 0.0 0.1
C -3.30067 1.79441 0.22006 0.0 -0.1 -0.2
N -4.06492 1.90478 -1.01054 -0.3 0.0 0.4
P -1.62779 -2.48959 0.87255 -0.8 0.4 0.2
O -0.42750 -3.46910 1.41063 0.3 -0.1 -0.1
O -1.45655 -2.73857 -0.72364 0.1 -0.1 0.1
C 0.06499 -0.07407 0.07286 -0.1 -0.2 -0.3
I -0.82681 0.73936 -1.69556 0.3 -0.1 -0.1
P 1.35374 -1.41972 -0.44253 0.9 0.5 0.1
P 1.47661 -1.65422 -2.61046 -0.7 -0.7 -0.1
O 0.30350 -2.18297 -3.31709 0.3 0.1 0.0
O 2.13471 -0.31927 -3.20557 0.2 -0.1 0.2
O 2.69809 -2.69993 -2.68852 -0.1 0.3 0.0
H 0.94146 3.08926 4.03725 0.0 0.1 -0.1
H 2.26142 2.13315 3.34290 -0.1 0.0 -0.2
H 2.35999 3.89689 3.34765 -0.2 0.0 -0.2
H -0.54832 2.44048 0.97495 0.1 0.0 0.0
H -0.26195 1.70608 2.53982 0.2 -0.1 0.0
H 2.86500 0.62000 -0.15746 -0.2 0.0 0.0
H 2.90027 1.72622 1.14946 -0.2 -0.1 0.0
H 3.00590 3.37304 -0.30089 0.0 -0.1 0.0
H 2.66952 2.33812 -1.66865 -0.1 -0.1 0.0
H 1.13528 4.14039 -1.13738 0.0 0.1 0.0
H -0.28646 -0.60374 3.18610 0.2 -0.4 0.1
H -2.57266 -0.71228 2.41904 0.1 0.0 0.0
H -1.95802 0.90730 2.30645 0.1 0.0 -0.2
H -4.22236 0.21845 1.24758 0.1 -0.1 -0.1
H -4.02808 -1.16843 -0.29780 -0.1 0.0 0.0
H -3.81595 2.37022 0.99467 0.1 0.0 0.0
H -2.28659 2.19484 0.13179 -0.2 0.0 0.0
H -3.48676 1.84932 -1.83561 -0.1 0.0 -0.1
H -4.62960 2.73960 -1.02827 0.1 0.1 -0.2
H -0.40269 -3.45653 2.37682 0.0 -0.2 0.0
H -1.20840 -3.65053 -0.91719 0.0 0.0 -0.1
H 0.82510 -2.67601 -0.16118 -0.2 0.1 -0.2
H 2.04980 0.43512 -2.60754 -0.2 0.1 -0.1
H 3.54598 -2.24804 -2.59383 0.1 -0.1 0.1
N -1.04038 -5.74753 4.05391 0.0 0.0 -0.1
C -2.06245 -6.36102 4.64842 0.0 0.0 0.0
C -2.43804 -7.66596 4.36780 0.0 0.0 0.0
C -1.71946 -8.37170 3.41538 0.0 0.0 0.0
C -0.65669 -7.74604 2.78426 -0.1 0.0 0.0
C -0.36062 -6.44115 3.14193 0.1 0.1 0.0
H -2.60261 -5.77768 5.38567 0.0 0.0 0.0
H -3.27424 -8.11537 4.88530 0.0 0.0 0.0
H -1.98346 -9.39201 3.16985 0.0 0.0 0.0
H -0.06726 -8.25510 2.03486 0.0 0.0 0.0
H 0.46703 -5.91403 2.67942 0.0 -0.1 -0.1
N 2.62116 6.07445 4.94497 0.0 0.1 0.0
C 3.73092 5.57696 5.48788 -0.1 0.0 0.0
C 4.88290 6.31891 5.69895 0.0 0.0 0.0
C 4.88531 7.65321 5.32540 0.0 0.0 0.0
C 3.73842 8.18682 4.75997 0.0 0.0 0.0
C 2.63835 7.35943 4.59264 0.0 0.0 0.0
H 3.69268 4.52942 5.76789 0.0 0.0 0.0
H 5.75365 5.85933 6.14564 0.0 0.0 0.0
H 5.76484 8.26626 5.47297 0.0 0.0 0.0
H 3.69351 9.22262 4.45313 0.0 0.0 0.0
H 1.72419 7.74655 4.15479 0.0 0.0 0.0
N 2.54700 -8.18934 5.19137 0.0 0.0 0.0
C 3.80771 -8.61578 5.22439 0.0 0.0 0.0
C 4.89990 -7.77478 5.38054 0.0 0.0 0.0
C 4.67180 -6.41375 5.50697 0.0 0.0 0.0
C 3.36506 -5.95405 5.47418 0.0 0.0 0.0
C 2.34300 -6.87893 5.31671 0.0 0.0 0.0
H 3.94804 -9.68621 5.12000 0.0 0.0 0.0
H 5.90242 -8.17977 5.40155 0.0 0.0 0.0
H 5.49720 -5.72422 5.62878 0.0 0.0 0.0
H 3.13787 -4.90077 5.56768 0.0 0.0 0.0
H 1.30816 -6.55770 5.29023 0.0 0.0 0.0
N 6.03551 -1.25096 1.12346 0.0 -0.1 0.0
C 4.82042 -1.55798 1.58340 0.2 0.0 0.0
C 4.26589 -2.82885 1.48082 0.0 0.0 0.0
C 5.00758 -3.82806 0.87337 0.0 0.0 0.0
C 6.27060 -3.52042 0.38912 0.0 0.0 0.0
C 6.73551 -2.22337 0.54032 0.0 0.0 0.0
H 4.26916 -0.75297 2.05017 0.1 -0.1 -0.1
H 3.27581 -3.02223 1.87192 0.0 0.0 0.0
H 4.60990 -4.83068 0.77760 0.0 0.0 0.0
H 6.88456 -4.26903 -0.09335 0.0 0.0 0.0
H 7.71997 -1.94656 0.17769 0.0 0.0 0.0
N -7.35043 1.42537 -4.27059 0.0 0.0 0.0
C -6.63103 0.76988 -3.36182 0.0 0.0 0.0
C -5.41222 0.16723 -3.63469 0.0 0.0 -0.1
C -4.91019 0.24211 -4.92520 0.0 0.1 0.3
C -5.64896 0.92137 -5.88252 -0.2 -0.1 0.1
C -6.85486 1.49295 -5.50544 0.0 0.0 0.0
H -7.05167 0.72948 -2.36292 0.0 0.0 0.0
H -4.86718 -0.34274 -2.85163 0.0 0.0 0.0
H -3.96412 -0.21976 -5.18502 -0.3 0.1 0.0
H -5.29827 1.00896 -6.90227 -0.1 0.0 0.0
H -7.45689 2.03418 -6.22726 0.0 0.0 0.0
N -2.84192 -1.26003 -6.53691 0.4 -0.2 -0.3
C -1.95000 -1.91570 -5.79436 0.0 0.0 0.0
C -0.78333 -2.47002 -6.30447 0.0 0.0 0.0
C -0.53082 -2.33434 -7.65993 0.0 0.0 0.0
C -1.44666 -1.64828 -8.44552 0.0 0.0 0.0
C -2.58104 -1.13541 -7.83722 -0.1 0.0 -0.1
H -2.17884 -2.00000 -4.73800 0.1 0.0 0.1
H -0.10141 -2.98408 -5.64319 0.0 0.1 0.0
H 0.36807 -2.75034 -8.09727 0.0 0.0 0.0
H -1.28675 -1.51015 -9.50642 0.0 0.0 0.0
H -3.31870 -0.58769 -8.41428 0.0 0.0 -0.1
N -2.80489 6.75036 3.77594 0.0 0.0 0.0
C -3.25996 6.20665 2.64918 0.0 0.0 0.0
C -2.45170 5.54726 1.73372 0.0 0.0 0.0
C -1.09405 5.45494 1.99927 0.0 0.0 -0.1
C -0.60511 6.01457 3.16879 0.0 0.0 0.0
C -1.49952 6.64640 4.02023 0.0 0.0 0.0
H -4.32628 6.30382 2.47468 0.0 0.0 0.0
H -2.87800 5.11772 0.83618 0.0 0.0 0.0
H -0.42542 4.94531 1.31785 0.0 0.0 0.0
H 0.44536 5.95249 3.42147 0.0 -0.1 0.1
H -1.15590 7.09036 4.94881 0.0 0.0 0.0
N -3.41296 3.60116 -7.36265 0.0 0.0 0.0
C -2.84764 2.47225 -6.93906 0.0 0.0 0.1
C -1.58109 2.05660 -7.32388 0.1 0.0 0.0
C -0.86112 2.85400 -8.19807 0.0 0.0 0.0
C -1.43643 4.03246 -8.64803 0.0 0.0 0.0
C -2.70845 4.35870 -8.20103 0.0 0.0 0.0
H -3.43910 1.86780 -6.25939 0.2 0.1 -0.1
H -1.17592 1.12810 -6.94501 0.0 0.0 0.0
H 0.12912 2.56178 -8.52375 0.0 0.0 0.0
H -0.91356 4.68710 -9.33205 0.0 0.0 0.0
H -3.18982 5.27321 -8.53024 0.0 0.0 0.0
```
Positions in Å, forces in eV/Å.

Output
**Charge**: 0
**Total energy**: -4528.25797 Eh